8
Properties=species:S:1:pos:R:3:nbo_charge:R:1 method="wB97M-V/def2-TZVPD" smiles="CC(=O)N=S" e_lumo_ev="-1.116 / -1.115" spin_multiplicity=1 homo_lumo_gap_ev="7.1 / 7.1"
C -0.7276 1.1762 1.0982 0.671
C 0.0284 0.1178 0.0601 -0.674
N -2.0530 1.1658 2.2067 -0.602
O -0.2531 2.2637 1.1684 -0.520
S -3.4517 1.3523 1.6590 0.418
H 0.5464 -0.6207 0.6571 0.235
H -0.7187 -0.3552 -0.5636 0.229
H 0.6970 0.7458 -0.5013 0.243